1.
The following is a quantum chemistry calculation of a structure of composition C27H57AlCl2F3IO6P at a distorted geometry, from the Open Molecules 2025 dataset.

The geometry in XYZ format:
```
98
Properties=species:S:1:pos:R:3:forces:R:3
C 0.761 0.858 3.430 -0.2 0.6 1.7
C 0.024 2.258 3.003 0.6 0.0 0.7
P -0.407 2.427 1.155 0.3 0.8 0.4
C 1.064 2.065 -0.003 1.8 0.5 -1.0
C 2.524 1.943 0.737 -0.1 -1.4 -0.7
Al -2.349 1.315 0.553 -0.2 -0.1 -0.7
C -2.114 0.262 -1.240 -1.7 2.0 -0.7
O -0.925 -0.603 -1.249 -1.1 -4.6 2.6
C -1.080 -1.785 -0.389 1.2 0.1 -1.3
F -2.403 -2.446 -0.457 4.4 2.2 0.6
F -0.076 -2.794 -0.893 -3.2 3.0 1.8
F -0.699 -1.527 1.030 -1.6 -1.0 -4.4
C -3.747 2.805 0.098 -0.5 1.2 -1.1
C -3.141 3.922 -0.975 6.9 -1.5 -0.5
O -1.872 3.978 -1.387 -8.5 -0.3 2.5
I -4.517 5.433 -1.861 0.4 -0.5 0.3
C -3.207 0.176 2.025 -5.1 -2.2 -1.3
Cl -2.523 -0.147 3.721 -1.0 0.2 -1.8
C -4.551 -0.454 1.725 3.7 0.4 3.4
C -5.271 -1.377 2.907 0.2 -0.1 -1.1
Cl -5.460 -0.319 0.117 1.3 -0.1 2.1
H 0.384 -0.090 2.855 0.9 2.0 0.9
H 0.499 0.684 4.582 0.6 0.2 -2.3
H 1.919 1.027 3.390 -2.2 -0.6 -0.1
H -0.983 2.420 3.613 2.0 -0.5 -1.5
H 0.704 3.199 3.279 -1.3 -2.2 -0.4
H 0.947 1.127 -0.693 0.1 1.6 1.4
H 1.148 3.000 -0.741 -0.3 -2.0 1.6
H 2.767 2.808 1.494 -0.5 -1.8 -1.5
H 3.341 1.870 -0.125 -1.6 0.4 1.9
H 2.537 0.869 1.260 0.1 2.6 -0.8
H -3.108 -0.260 -1.588 2.2 0.5 0.4
H -1.906 1.117 -2.048 -0.1 -2.0 1.6
H -4.008 3.318 1.124 0.2 -0.6 -2.2
H -4.713 2.367 -0.425 1.7 1.2 1.2
H -4.508 -2.208 3.293 -1.6 2.1 -0.8
H -6.185 -1.948 2.438 1.7 1.3 1.0
H -5.591 -0.669 3.794 0.6 -1.5 -1.8
C 4.890 -5.508 -0.576 -0.1 0.0 -0.2
C 5.204 -4.981 0.812 -0.1 0.3 0.0
O 5.092 -3.562 0.920 0.3 -0.2 0.0
C 3.810 -3.005 0.641 -0.2 0.0 0.0
C 2.713 -3.516 1.558 -0.1 -0.1 0.1
H 5.546 -5.044 -1.321 -0.1 -0.1 0.1
H 5.032 -6.594 -0.612 0.0 0.1 0.0
H 3.860 -5.296 -0.870 0.0 -0.1 0.0
H 6.241 -5.231 1.059 -0.1 0.2 0.0
H 4.582 -5.467 1.572 -0.1 0.0 -0.1
H 3.552 -3.162 -0.411 -0.1 -0.1 0.0
H 3.905 -1.922 0.774 0.2 -0.2 0.0
H 2.566 -4.594 1.457 -0.1 0.1 -0.1
H 1.762 -3.025 1.327 0.2 0.0 0.0
H 2.966 -3.317 2.606 0.0 0.0 -0.2
C -2.992 3.423 -5.347 0.0 -0.1 0.0
C -2.992 4.869 -5.810 0.0 -0.1 0.1
O -2.692 5.022 -7.197 0.0 0.0 -0.3
C -3.581 4.386 -8.112 0.1 0.1 0.2
C -5.014 4.876 -8.005 -0.2 0.1 0.1
H -2.024 2.954 -5.554 -0.1 0.1 0.1
H -3.186 3.367 -4.271 0.1 0.1 -0.2
H -3.756 2.832 -5.856 -0.1 0.0 0.1
H -2.218 5.415 -5.261 -0.1 0.0 -0.3
H -3.942 5.362 -5.573 0.0 -0.1 0.0
H -3.525 3.299 -7.997 -0.1 0.0 0.1
H -3.207 4.609 -9.117 0.1 0.1 0.2
H -5.445 4.668 -7.022 0.0 -0.1 -0.1
H -5.643 4.386 -8.756 0.1 0.1 0.1
H -5.061 5.960 -8.160 0.0 -0.2 0.0
C -7.719 3.313 2.808 -0.1 0.1 0.0
C -6.442 2.721 3.377 0.1 0.1 -0.1
O -5.528 3.702 3.865 0.0 0.1 0.1
C -5.999 4.538 4.919 0.1 -0.2 -0.2
C -6.395 3.773 6.169 0.0 -0.2 0.1
H -7.489 4.015 1.999 0.0 -0.1 0.1
H -8.362 2.520 2.411 0.1 0.1 0.0
H -8.287 3.859 3.563 -0.1 -0.1 0.0
H -5.920 2.177 2.582 0.1 0.2 0.2
H -6.659 1.986 4.160 -0.1 0.0 0.0
H -6.822 5.167 4.563 -0.1 0.0 0.0
H -5.178 5.219 5.168 0.0 -0.2 -0.2
H -7.222 3.084 5.982 0.0 0.1 0.0
H -6.708 4.465 6.958 0.1 -0.1 -0.1
H -5.551 3.178 6.537 -0.1 0.1 -0.1
C 8.976 -4.484 -0.255 0.1 0.1 0.0
C 8.735 -5.890 -0.773 0.1 0.1 -0.1
O 9.657 -6.287 -1.788 0.0 -0.1 -0.1
C 11.034 -6.305 -1.421 -0.2 0.0 0.0
C 11.344 -7.250 -0.274 -0.1 -0.1 0.2
H 8.933 -3.759 -1.075 -0.1 -0.1 0.1
H 8.217 -4.217 0.489 0.1 0.0 -0.2
H 9.955 -4.384 0.217 -0.1 0.0 0.1
H 7.738 -5.934 -1.224 0.3 -0.1 -0.1
H 8.736 -6.620 0.043 0.0 0.0 0.1
H 11.379 -5.290 -1.201 0.0 0.0 0.1
H 11.589 -6.633 -2.306 -0.3 0.1 0.0
H 10.824 -6.963 0.644 0.1 0.0 0.0
H 12.418 -7.256 -0.062 -0.1 0.0 -0.1
H 11.029 -8.270 -0.522 0.1 0.1 0.0
```
Positions in Å, forces in eV/Å.

Properties
- Net charge: -1
- Kohn-Sham gap: 6.072 eV


2.
The following is a quantum chemistry calculation of a cluster of 9 separate species, C27H57N3O18 in total at a distorted geometry, from the Open Molecules 2025 dataset.

The geometry in XYZ format:
```
105
Properties=species:S:1:pos:R:3:forces:R:3
C -1.474 1.795 4.712 0.6 0.3 -0.3
N -2.003 0.552 5.329 0.1 0.1 -0.1
O -1.316 -0.447 5.250 -0.1 0.1 0.0
O -3.085 0.619 5.867 -0.1 0.0 0.2
H -0.655 1.514 4.059 -0.1 -0.1 0.0
H -1.096 2.451 5.492 -0.1 -0.2 0.2
H -2.247 2.315 4.157 -0.3 -0.2 0.1
C 4.163 -0.970 -0.984 -0.5 0.5 -0.2
N 3.927 -2.013 -2.019 0.0 0.1 -0.1
O 4.298 -3.136 -1.768 0.1 -0.2 0.1
O 3.384 -1.668 -3.051 0.1 0.0 0.1
H 5.181 -0.606 -1.088 0.1 -0.2 0.1
H 3.938 -1.378 -0.006 0.2 -0.2 0.0
H 3.484 -0.158 -1.224 0.1 0.0 0.0
C -0.125 0.039 -0.448 0.2 -0.4 0.2
N 0.304 0.230 0.966 0.0 -0.8 -0.1
O -0.538 0.559 1.768 -0.1 0.4 0.2
O 1.462 -0.036 1.236 -0.1 0.2 0.1
H -0.580 0.961 -0.795 0.1 0.0 -0.2
H -0.865 -0.759 -0.483 -0.1 0.1 0.3
H 0.764 -0.329 -0.943 -0.1 0.4 -0.5
O -2.489 2.001 -1.831 -0.3 -0.1 -0.1
C -2.829 2.976 -1.203 0.9 -0.5 0.4
O -3.329 4.080 -1.739 -0.6 0.6 0.3
C -3.682 4.066 -3.117 -0.5 -0.6 -1.2
C -2.483 4.209 -4.032 0.0 -0.2 0.0
C -2.622 3.104 0.287 0.5 0.5 -0.2
H -4.443 4.822 -3.310 0.3 0.4 0.5
H -4.228 3.149 -3.365 0.4 -0.2 0.3
H -2.786 4.034 -5.065 -0.1 0.1 0.0
H -1.757 3.437 -3.781 0.1 0.1 0.0
H -2.016 5.190 -3.968 0.0 0.0 0.1
H -2.975 4.081 0.612 -0.4 -0.3 0.3
H -1.550 3.109 0.509 0.0 -0.1 -0.3
H -3.008 2.235 0.814 -0.4 0.2 0.1
O 2.311 -5.293 -5.090 -0.1 0.0 0.3
C 1.752 -4.254 -5.334 0.6 -0.2 -0.3
O 1.128 -3.508 -4.424 -0.2 0.2 0.1
C 1.168 -3.993 -3.078 -0.5 -0.1 0.7
C 0.456 -2.958 -2.215 -0.2 -0.7 0.0
C 1.718 -3.660 -6.709 -0.1 -0.3 -0.6
H 2.189 -4.161 -2.746 0.1 0.0 -0.3
H 0.616 -4.933 -3.023 0.2 -0.1 -0.1
H 0.835 -1.982 -2.506 -0.3 0.2 0.2
H 0.573 -3.154 -1.145 0.6 0.1 -0.1
H -0.623 -3.092 -2.330 0.0 0.6 -0.5
H 2.063 -4.430 -7.396 -0.1 0.0 0.0
H 2.400 -2.821 -6.841 -0.1 0.2 0.4
H 0.710 -3.365 -6.999 0.0 0.2 0.1
O -7.656 -2.929 -0.654 0.2 0.6 -0.4
C -6.568 -3.294 -0.288 -1.1 -1.1 0.5
O -5.407 -2.811 -0.693 0.7 0.2 0.2
C -5.423 -1.734 -1.618 -0.3 1.1 -0.5
C -4.005 -1.266 -1.874 0.0 -0.7 -0.5
C -6.440 -4.464 0.666 -0.1 0.3 0.2
H -5.996 -0.871 -1.263 -0.1 -0.4 0.5
H -5.944 -2.040 -2.528 0.2 -0.2 0.0
H -4.020 -0.299 -2.371 0.1 0.1 0.1
H -3.499 -1.961 -2.550 0.1 0.0 0.1
H -3.438 -1.218 -0.946 0.0 0.2 0.0
H -6.305 -5.394 0.115 0.3 0.1 -0.1
H -7.392 -4.553 1.181 0.0 0.1 0.1
H -5.651 -4.315 1.402 0.1 -0.1 -0.2
O 4.018 2.532 -2.532 0.2 -0.2 -0.1
C 3.672 2.806 -1.412 0.0 0.2 -0.2
O 4.451 3.418 -0.519 0.0 0.0 0.1
C 5.769 3.859 -0.954 -0.5 -0.4 0.4
C 5.697 5.276 -1.463 0.0 -0.1 0.4
C 2.289 2.551 -0.898 -1.0 -0.1 -0.4
H 6.140 3.158 -1.697 0.1 0.0 0.0
H 6.338 3.777 -0.030 0.2 0.1 -0.1
H 6.662 5.749 -1.287 0.0 0.1 -0.5
H 4.973 5.834 -0.869 0.0 0.0 0.0
H 5.387 5.287 -2.504 0.2 0.2 -0.1
H 1.988 3.187 -0.070 0.2 0.0 0.1
H 2.087 1.511 -0.655 0.6 -0.1 0.3
H 1.595 2.699 -1.730 0.2 0.3 0.0
O 7.446 -2.689 4.340 0.0 -0.5 -0.1
C 7.425 -1.510 4.549 0.0 0.1 0.0
O 6.702 -0.635 3.828 0.1 0.4 0.1
C 5.767 -1.133 2.871 -1.0 0.3 -0.2
C 4.361 -0.703 3.295 0.0 -0.4 -0.1
C 8.190 -0.835 5.653 0.2 -0.5 0.2
H 5.799 -2.217 2.823 0.3 0.0 -0.1
H 6.004 -0.683 1.907 0.3 -0.2 0.0
H 3.588 -1.287 2.788 0.2 -0.3 0.1
H 4.088 0.323 3.053 0.4 0.2 0.3
H 4.304 -0.910 4.364 -0.4 0.2 0.0
H 9.073 -0.328 5.266 -0.3 0.4 -0.1
H 8.575 -1.610 6.313 -0.1 -0.1 0.0
H 7.537 -0.183 6.227 0.1 0.3 -0.2
O -6.261 -0.132 1.516 0.1 -0.1 0.0
C -5.653 0.708 2.127 -0.2 0.1 -0.5
O -4.645 0.451 2.965 0.1 0.5 0.7
C -4.331 -0.912 3.236 0.0 -1.3 -0.7
C -3.196 -1.369 2.319 -0.2 0.1 0.5
C -5.947 2.183 2.008 0.0 -0.2 0.3
H -5.198 -1.552 3.068 -0.2 0.3 0.0
H -4.038 -1.020 4.275 -0.1 0.4 0.1
H -2.270 -1.083 2.813 0.3 0.0 -0.5
H -3.309 -0.911 1.338 0.1 0.1 0.0
H -3.216 -2.450 2.178 0.0 0.0 0.1
H -5.396 2.757 2.748 0.0 0.1 -0.1
H -7.019 2.290 2.169 0.0 0.1 0.0
H -5.722 2.528 1.001 0.0 0.0 0.0
```
Positions in Å, forces in eV/Å.

Properties
- Net charge: 0
- Kohn-Sham gap: 9.698 eV
- Structure (SMILES): C[N+](=O)[O-].C[N+](=O)[O-].C[N+](=O)[O-].CCOC(C)=O.CCOC(C)=O.CCOC(C)=O.CCOC(C)=O.CCOC(C)=O.CCOC(C)=O